{"formula": "C46H55BN7OPReS3Se", "method": "ωB97M-V/def2-TZVPD", "symbols": ["H", "C", "C", "H", "H", "C", "C", "H", "H", "C", "H", "H", "H", "C", "C", "C", "C", "O", "C", "H", "C", "C", "C", "H", "H", "C", "H", "Re", "C", "H", "H", "N", "C", "H", "C", "H", "C", "S", "H", "H", "H", "H", "C", "C", "C", "N", "H", "N", "C", "H", "H", "H", "C", "C", "H", "H", "C", "B", "C", "H", "C", "H", "C", "P", "H", "H", "H", "H", "H", "H", "H", "H", "H", "H", "H", "C", "H", "C", "C", "H", "H", "C", "H", "C", "S", "H", "N", "H", "C", "N", "C", "S", "H", "C", "H", "H", "H", "C", "C", "C", "C", "Se", "N", "N", "H", "C", "C", "C", "H", "C", "H", "H", "C", "C", "H", "H"], "xyz": [[-3.3186, 5.9400, -1.2977], [-1.8461, 6.0037, 1.7503], [0.2766, -4.8809, -2.4858], [5.3113, 0.5060, -0.4897], [-0.8123, 2.9533, 4.3448], [2.9432, -3.7541, 3.1931], [-0.8090, -0.5944, 2.9000], [3.0534, -3.3173, 2.1999], [-1.9199, -1.4457, 6.0374], [-1.8300, -0.7285, 5.2246], [1.4331, -3.9641, -4.0986], [-0.1626, -4.5355, -4.6115], [-6.4564, 2.7824, -1.8692], [-2.8468, 8.1444, 1.2179], [5.2426, -0.4841, -2.8924], [-0.2301, -2.4179, 4.3288], [-1.7038, -1.6233, -2.3597], [-0.2440, 3.6851, 4.0526], [-0.5272, 4.0156, -4.3732], [3.5802, -4.6367, 3.2570], [-6.2766, 2.1970, 0.1870], [4.1072, -1.2912, -2.2556], [1.0323, -5.1629, 2.3904], [-3.4204, -1.5400, -3.6352], [-0.5465, -6.8578, -2.7555], [3.7154, 0.8992, 0.8453], [-1.1002, 5.7428, 3.7715], [-0.2604, 2.7112, 1.3546], [-0.8682, -5.8959, -2.3557], [-3.0660, 9.1667, 1.4928], [1.2030, -5.5751, -0.6460], [2.2672, -0.8136, -0.7744], [-1.7174, 2.8556, -2.6349], [-7.2986, 1.8492, 0.2584], [-0.7445, 5.0108, -2.1957], [-2.2899, 1.9983, -2.3061], [-2.1520, 7.3265, 2.0887], [-1.2200, 0.3185, -0.2380], [2.6500, -0.6309, -3.7293], [3.8601, -3.2138, -1.2617], [4.3766, 1.5537, 2.7771], [-1.7575, -5.5904, -2.9099], [-0.2790, 5.0655, -3.5005], [4.6563, -2.6231, -1.7184], [-2.2496, 5.5000, 0.5053], [0.6789, -2.2976, 2.1623], [-1.7223, -3.3780, -3.5453], [1.7074, -0.2415, 0.3005], [-1.2471, 2.9115, -3.9386], [1.8612, -6.2789, -2.1229], [5.0937, -3.1987, -2.5352], [1.6532, -6.0581, 2.4467], [-2.7876, -0.8674, -3.0601], [-5.8037, 2.7199, -1.0085], [-1.4474, 2.0959, -4.6219], [2.1915, -2.1126, -2.8752], [4.4800, 1.8326, 1.7292], [0.2440, -0.7324, 0.5200], [1.4774, -5.3617, -1.6764], [5.5586, -0.9777, -3.8114], [1.4834, -4.1539, 3.4522], [-0.0074, -5.4609, 2.5458], [-5.4436, 2.1357, 1.2946], [-1.9566, 3.7743, -0.0063], [-0.2923, -2.9358, 5.2754], [4.9236, 0.5280, -3.1502], [5.4341, -2.4569, -0.9700], [-4.1481, 3.5939, -2.0381], [-3.4072, -0.3238, -2.3444], [0.3449, -5.1059, 5.0577], [2.0072, -5.6526, 4.8956], [1.6846, -4.0872, 5.6278], [-1.1461, -6.0392, -1.3100], [-2.3570, -0.1391, -3.7504], [-5.8121, 1.7407, 2.2319], [-1.4701, 3.9052, -1.7528], [2.2782, -4.6211, -1.6713], [-4.4971, 3.1760, -1.1032], [0.6159, -2.9123, 3.3145], [-0.1655, 4.0612, -5.3918], [1.1242, -5.6901, -4.2983], [-0.2166, -3.5265, -2.0016], [-2.8240, -0.4913, 4.8477], [-1.2612, -2.8697, -2.7078], [-1.6122, 0.9267, 2.7215], [5.5342, 1.8354, 1.4606], [0.3407, -2.9865, -0.9360], [-3.8355, 8.2580, -0.6824], [2.3438, 0.6255, 1.1023], [-0.1196, -1.7932, -0.5942], [4.2764, 0.3071, -0.2470], [1.5373, 1.3715, 2.4392], [0.2727, 5.9332, -3.8368], [-1.2060, 5.2481, 2.8121], [-1.8408, 7.7095, 3.0527], [6.1202, -0.4222, -2.2480], [3.2900, -3.0313, 3.9346], [3.0286, -1.5639, -3.3061], [1.3631, -4.7752, 4.8428], [-3.2724, 7.6360, 0.0005], [-3.6470, 3.0982, 0.0008], [1.3145, 3.8462, 0.1339], [-0.7638, 4.0425, 2.7796], [-0.0329, -1.1785, 1.9684], [-1.4041, 0.1949, 5.6209], [-1.0407, -1.0981, -1.2458], [-4.1359, 2.5846, 1.2002], [-2.9794, 6.3232, -0.3433], [4.0887, 2.8475, 1.6323], [0.6877, -4.7497, -3.9623], [-3.4949, 2.5420, 2.0694], [-0.5378, 5.8340, -1.5225], [-0.9555, -1.2788, 4.1411], [3.5140, -0.5549, -1.0640], [3.4561, -2.1568, -4.1154], [1.1267, -4.7270, 1.3975]], "mulliken_spin": [0.00, 0.02, 0.00, 0.00, 0.00, 0.00, 0.00, 0.00, 0.00, 0.00, 0.00, 0.00, 0.00, -0.01, 0.00, 0.00, 0.00, 0.00, 0.00, 0.00, 0.00, 0.00, 0.00, 0.00, 0.00, -0.01, -0.01, 1.23, 0.00, 0.00, 0.00, 0.00, -0.02, 0.00, 0.02, 0.01, 0.02, 0.01, 0.00, 0.00, 0.00, 0.00, -0.01, 0.00, 0.02, 0.00, 0.00, 0.00, -0.01, 0.00, 0.00, 0.00, 0.00, 0.00, 0.00, 0.00, 0.00, 0.03, 0.00, 0.00, 0.00, 0.00, 0.00, -0.03, 0.00, 0.00, 0.00, 0.00, 0.00, 0.00, 0.00, 0.00, 0.00, 0.00, 0.00, 0.02, 0.00, -0.01, 0.00, 0.00, 0.00, 0.00, 0.00, 0.00, -0.01, 0.00, 0.00, 0.00, -0.03, 0.01, 0.00, 0.04, 0.00, 0.06, 0.00, 0.00, 0.00, 0.00, 0.00, 0.02, -0.01, -0.33, -0.06, -0.01, 0.00, 0.02, 0.00, 0.00, -0.01, 0.00, -0.01, 0.01, 0.01, 0.01, 0.00, 0.00], "homo_lumo_gap_ev": [5.949, 6.512], "mol_weight_g_mol": 1125.148, "de_lowest_kj_mol": 62.9, "spin_multiplicity": 2, "s_squared": 1.096, "total_charge": 2, "lumo_energy_ev": [-6.28, -6.10], "e_tot_ha": -6284.48571}

***

{"formula": "C46H55BrF17NO6", "method": "ωB97M-V/def2-TZVPD", "symbols": ["F", "C", "H", "H", "N", "C", "H", "C", "F", "F", "H", "H", "H", "C", "H", "C", "H", "C", "O", "F", "C", "F", "H", "H", "H", "C", "Br", "O", "H", "H", "C", "C", "C", "C", "C", "C", "C", "F", "H", "C", "H", "H", "C", "C", "F", "F", "C", "H", "C", "C", "H", "H", "F", "H", "H", "C", "C", "O", "H", "F", "C", "H", "C", "H", "C", "F", "C", "C", "F", "H", "H", "H", "H", "H", "F", "H", "C", "H", "H", "H", "H", "H", "C", "O", "C", "H", "H", "H", "C", "F", "C", "C", "H", "H", "H", "H", "C", "C", "O", "H", "H", "H", "C", "C", "C", "H", "H", "H", "H", "C", "H", "F", "C", "H", "F", "C", "C", "C", "H", "H", "F", "H", "C", "O", "C", "H"], "xyz": [[0.6256, 9.4792, 11.2171], [3.8910, -3.0082, 3.0360], [4.6087, 4.0884, -2.5697], [6.4705, 0.0044, -0.0488], [4.4618, 2.8426, -0.9090], [2.3778, 1.5967, 5.2966], [3.4357, 1.8352, 5.2815], [3.5176, 1.9674, 1.9852], [-6.8172, -9.3711, -9.8886], [-0.2024, 6.8040, 6.3263], [3.1505, 0.2395, -2.3839], [3.0683, 5.8288, 1.0744], [-0.6568, -2.4996, -5.8752], [0.6689, 7.4392, 7.1460], [1.4908, -2.9748, -1.8199], [5.1333, 3.6539, -1.7319], [-1.3958, -4.7531, -5.9491], [2.0037, 3.9542, 1.4511], [4.1821, -2.9510, 0.7413], [2.9098, 7.2098, 7.8827], [4.3965, 1.4136, 1.0342], [-8.4790, -7.5897, -5.8118], [-7.1668, -10.3779, -8.1955], [4.0896, 3.8812, 1.2963], [1.3813, 11.0526, 9.3523], [1.1563, 9.0096, 10.0516], [3.8058, 4.3089, 3.6822], [0.0434, 1.4042, 6.7922], [-2.4026, -5.4801, -3.4202], [1.8781, 5.6368, 7.2266], [2.3139, -1.2494, 3.6661], [-5.1069, -5.2832, -4.6114], [2.0074, 6.7027, 7.0229], [2.1449, 5.3394, 0.7821], [3.9049, -0.8177, 1.7977], [3.3600, 3.4699, 1.9705], [2.8109, 1.1023, 2.8523], [-10.3936, -6.5899, -5.4864], [-6.8707, -4.0450, -4.9424], [1.8380, 1.6562, 3.8726], [5.5863, -1.0863, -2.1894], [-0.7700, -1.2587, -3.5702], [4.0262, -2.3054, 1.7453], [5.5245, -0.5312, -0.1386], [2.9797, 10.4495, 10.3781], [-6.9158, -8.4209, -7.9199], [-9.5423, -7.0523, -6.4466], [-1.4087, 3.3156, 6.4908], [-0.4785, -2.2947, -3.7437], [-2.6354, -4.7680, -4.2099], [6.9669, 4.6033, -2.2567], [-0.4858, 9.3346, 8.6427], [-9.2401, -8.2169, -9.5985], [0.4286, 4.9664, 4.7433], [-3.6343, -4.8388, -6.1010], [-0.0334, 8.5210, 9.2101], [6.4717, 3.9566, -1.5469], [-9.5729, -9.2801, -7.6415], [1.6245, 2.6883, 3.6469], [-8.4647, -4.9709, -6.4004], [3.0681, -2.4985, 3.9361], [2.0841, 5.2352, -0.2967], [-7.4048, -9.4249, -8.6722], [-3.0692, -3.8933, -3.7254], [5.1503, 2.3291, 0.1113], [-8.2631, -6.1337, -8.2362], [0.4683, 2.4429, 6.3967], [-8.9199, -9.2866, -8.8470], [2.5771, 9.8267, 8.3237], [-10.9293, -7.7396, -7.9927], [1.2917, 4.0720, 2.2619], [-5.6192, -6.2125, -4.8456], [2.9652, -0.6137, -0.8820], [3.7093, -2.7076, -2.0984], [-9.3362, -10.3819, -9.5190], [8.2104, 3.6973, -0.3006], [-9.1106, -5.8161, -7.2374], [2.2504, 0.6222, 5.7569], [-0.4128, 3.5429, 4.0778], [-0.8342, -2.8609, -2.8809], [-0.7793, 8.2127, 9.9405], [3.5284, -1.8028, -3.6227], [5.0399, -0.3593, -1.5892], [0.1524, 7.3660, 8.4127], [-0.4109, 4.2888, 4.8658], [1.3395, -1.6102, -4.5523], [5.3392, 0.6066, -1.9797], [5.7667, -1.5652, 0.0363], [3.2141, -1.8685, -2.5846], [0.7555, 8.7111, 6.7151], [-3.6626, -5.3822, -5.1583], [-5.8397, -4.1159, -5.2637], [-10.9928, -8.5649, -6.4617], [-5.0503, -5.1270, -3.5371], [1.5991, 3.2269, 0.7536], [0.8915, 1.1359, 3.7929], [6.4845, 2.6039, 0.3942], [4.5957, 0.0260, 0.9142], [1.7869, 2.6109, 6.1249], [-0.4853, -4.7606, -4.4127], [-1.3064, 4.8868, 4.7278], [-9.9795, -5.2991, -7.6547], [7.1750, 3.4489, -0.4659], [-1.3366, -4.3430, -4.9442], [-1.2092, -2.8112, -4.9882], [4.4282, -3.9318, 3.1713], [-3.3939, -6.4229, -5.3233], [6.9758, 2.1594, 1.2441], [-2.2137, -2.3985, -5.0655], [1.0362, -2.4035, -3.8717], [1.3106, -3.3892, -4.2415], [2.4749, 6.8650, 5.7648], [-0.4062, 3.6501, 6.2564], [-5.3442, -3.1818, -4.9940], [1.9500, 7.9648, 10.3661], [-10.3062, -8.1531, -7.1992], [1.9974, 10.1599, 9.4938], [3.5424, -0.5979, -1.8037], [-5.7915, -4.2228, -6.3437], [-0.1261, 4.4000, 6.9906], [2.8418, -3.1045, 5.0893], [1.3267, 5.9846, 1.0904], [1.6966, -2.1645, -2.5150], [1.2219, -1.0947, 4.1287], [3.0198, -0.2846, 2.7635], [1.2060, -1.2895, -2.0833]], "lowdin_charge": [0.10, 0.10, 0.11, 0.11, 0.14, -0.16, 0.11, -0.12, 0.10, 0.13, 0.11, 0.06, 0.11, -0.54, 0.11, -0.12, 0.10, -0.26, 0.12, 0.11, -0.04, 0.13, 0.18, 0.05, 0.17, -0.44, 0.82, 0.15, 0.11, 0.17, -0.26, -0.25, -0.28, -0.09, -0.02, -0.62, -0.07, 0.10, 0.05, -0.13, 0.11, 0.11, -0.33, -0.12, 0.10, 0.10, -0.44, 0.12, -0.23, -0.22, 0.10, 0.15, 0.15, 0.06, 0.10, -0.04, -0.06, 0.05, 0.05, 0.09, -0.20, 0.07, -0.29, 0.10, -0.28, 0.10, -0.51, -0.55, 0.10, 0.15, 0.07, 0.09, 0.10, 0.10, 0.15, 0.11, -0.30, 0.12, 0.07, 0.11, 0.15, 0.11, -0.16, 0.05, -0.08, 0.12, 0.09, 0.10, -0.20, 0.15, -0.22, -0.12, 0.15, 0.10, 0.12, 0.12, -0.01, -0.09, -0.02, 0.10, 0.08, 0.17, -0.04, -0.20, -0.21, 0.14, 0.11, 0.13, 0.10, -0.22, 0.11, 0.08, -0.13, 0.07, 0.14, -0.04, -0.31, -0.20, 0.07, 0.10, 0.13, 0.07, -0.21, 0.16, -0.01, 0.10], "homo_lumo_gap_ev": 8.380, "mol_weight_g_mol": 1120.817, "spin_multiplicity": 1, "smiles": "CCCCCCCCCCCCCc1c2c(c(CCOC(=O)CC)c([C@H](Br)CC)c1-c1ccccn1)C(=O)C(F)=CC2=O.FC(F)C(F)(F)COC(F)(F)C(F)F.FC(F)C(F)(F)COC(F)(F)C(F)F", "total_charge": 0, "lumo_energy_ev": -1.00, "e_tot_ha": -6563.76318}

***

{"formula": "C46H56BrGdN5OSeSi", "method": "ωB97M-V/def2-TZVPD", "symbols": ["H", "H", "H", "H", "H", "C", "H", "N", "C", "H", "H", "H", "H", "C", "C", "C", "H", "C", "H", "C", "H", "H", "C", "H", "N", "H", "C", "H", "H", "H", "C", "C", "H", "H", "H", "C", "H", "C", "C", "C", "H", "Gd", "C", "C", "H", "C", "H", "C", "C", "C", "H", "H", "C", "C", "C", "H", "Se", "N", "O", "C", "H", "H", "H", "H", "H", "C", "H", "C", "H", "C", "H", "H", "H", "H", "H", "C", "H", "H", "H", "C", "C", "C", "Si", "H", "H", "H", "C", "H", "C", "C", "N", "Br", "H", "C", "H", "C", "C", "C", "C", "C", "C", "H", "C", "H", "C", "C", "C", "H", "H", "H", "N", "H"], "xyz": [[17.5494, 11.4152, 14.6883], [13.4306, 10.6469, 15.5748], [8.0547, 10.5893, 18.8001], [11.8096, 8.0537, 11.1128], [14.4592, 6.3681, 16.2533], [12.7872, 13.9383, 12.0509], [10.3659, 5.8994, 17.5116], [9.0556, 12.2894, 18.1591], [9.5068, 9.3094, 10.1251], [10.3270, 11.3734, 23.1162], [15.5527, 9.6291, 20.8903], [12.9739, 7.3463, 19.9612], [12.9058, 12.8725, 12.2747], [11.0511, 14.9696, 18.3244], [11.8469, 13.9122, 19.0835], [16.4856, 10.2209, 19.0313], [15.5123, 8.7413, 12.2349], [17.1530, 10.9868, 16.7536], [9.8077, 8.2264, 20.0762], [8.8135, 8.6346, 16.9989], [14.2951, 6.5102, 19.0977], [8.7803, 9.1484, 8.1124], [7.7243, 7.7681, 16.9031], [8.4831, 11.6308, 7.8165], [9.5033, 8.8424, 18.1081], [14.4427, 10.9827, 21.9758], [14.8031, 10.4754, 17.2469], [7.9554, 15.4823, 18.6264], [13.1236, 12.7718, 18.0407], [9.9738, 8.0458, 12.7540], [7.2356, 7.1960, 18.0642], [7.9551, 14.3889, 18.7316], [10.5693, 15.6432, 19.0540], [10.9286, 6.2872, 15.8086], [9.5923, 15.1998, 16.7125], [13.9801, 7.3619, 16.3280], [11.7024, 15.6427, 17.8149], [11.0850, 11.1066, 22.3702], [10.7004, 10.5294, 21.1582], [8.0182, 11.6728, 18.8020], [12.7540, 5.6735, 19.4217], [11.1410, 10.6454, 17.8474], [14.4801, 10.6512, 15.8764], [11.6575, 10.2952, 20.1901], [14.1516, 14.5456, 13.6597], [13.1997, 6.6319, 19.1382], [13.5466, 14.1823, 11.2865], [10.3997, 11.2281, 13.0607], [9.7652, 11.5899, 10.9418], [9.3534, 12.0913, 9.7287], [12.4716, 14.4379, 14.1652], [11.2874, 15.2681, 11.4284], [12.4410, 11.3272, 22.6618], [13.1359, 14.7314, 13.3250], [8.9917, 9.8543, 8.9239], [13.4167, 9.3305, 13.3996], [10.5538, 11.5769, 14.9613], [13.7302, 10.4113, 18.1387], [12.1621, 12.8288, 18.1770], [9.1429, 8.1238, 19.2022], [10.2646, 13.8752, 13.3541], [12.7802, 11.7992, 23.6120], [13.0824, 15.8503, 13.2003], [18.1829, 11.1765, 17.0505], [13.7412, 7.7028, 15.3178], [10.8401, 8.7110, 12.9273], [12.7672, 14.3746, 19.4791], [12.0389, 8.1312, 12.1956], [11.7057, 5.0442, 16.7958], [14.6361, 8.1180, 12.0733], [10.9616, 8.7948, 14.0069], [6.1154, 11.7181, 19.6879], [9.2609, 14.0769, 11.9303], [6.0862, 14.2576, 19.8893], [10.5296, 13.6842, 16.7087], [8.9844, 13.6526, 18.0885], [9.2368, 13.1691, 9.6075], [9.6643, 10.2690, 21.0020], [11.3790, 13.7954, 10.5056], [11.4188, 14.1936, 11.5036], [7.9006, 7.5032, 19.2763], [9.9315, 10.1936, 11.1036], [12.5611, 7.2099, 17.5090], [15.2777, 11.0358, 13.8922], [7.3057, 7.4881, 15.9228], [11.2247, 13.5612, 19.9349], [6.9117, 12.3333, 19.3007], [13.2819, 9.8177, 11.7596], [6.9123, 13.7294, 19.3851], [15.4177, 9.9950, 19.8965], [10.0531, 12.1995, 12.1572], [6.9148, 7.2471, 20.8886], [6.3037, 6.6119, 18.0585], [8.9123, 11.2167, 8.7388], [14.7162, 7.2012, 12.6744], [16.7891, 11.1088, 15.4194], [13.3402, 8.9320, 12.4010], [15.4805, 10.9236, 14.9643], [11.2383, 6.0326, 16.8536], [10.0079, 14.3937, 17.3311], [10.2090, 13.6688, 12.2702], [14.5928, 7.8663, 10.9881], [13.3683, 10.8992, 21.7409], [12.1475, 7.0889, 12.5101], [16.1973, 10.5456, 17.6969], [14.0763, 10.2618, 19.4668], [12.9810, 10.4360, 20.4507], [9.6203, 8.2301, 10.2403], [9.1618, 9.0966, 16.1042], [17.5143, 10.0699, 19.3506], [10.3703, 10.0214, 12.4302], [14.7190, 8.0194, 16.7250]], "mulliken_spin": [0.00, -0.02, 0.00, 0.00, -0.01, 0.00, 0.01, -0.04, 0.00, 0.00, 0.00, 0.02, 0.00, 0.00, 0.01, 0.00, 0.00, 0.00, 0.02, 0.05, 0.00, 0.00, 0.00, 0.00, -0.09, 0.00, -0.07, 0.00, 0.00, 0.00, 0.00, 0.00, 0.00, 0.01, 0.00, -0.10, 0.00, 0.00, 0.01, 0.02, -0.01, 8.04, 0.07, -0.10, 0.00, -0.08, 0.00, 0.01, 0.00, 0.00, 0.00, 0.00, 0.00, 0.00, 0.00, 0.01, -0.01, -0.06, -0.05, -0.02, 0.00, 0.00, 0.00, 0.00, 0.04, -0.02, 0.00, 0.00, -0.01, 0.00, 0.03, 0.00, 0.00, 0.00, 0.00, 0.00, 0.00, -0.01, 0.00, 0.00, 0.00, 0.00, -0.48, 0.00, 0.00, 0.00, 0.00, 0.00, 0.00, 0.01, 0.00, 0.00, 0.00, 0.00, 0.00, 0.00, 0.00, 0.00, -0.07, 0.00, 0.00, 0.00, 0.00, 0.00, -0.01, 0.00, -0.07, 0.00, -0.03, 0.00, 0.00, 0.02], "homo_lumo_gap_ev": [4.875, 5.604], "mol_weight_g_mol": 1039.188, "de_lowest_kj_mol": 10.5, "spin_multiplicity": 8, "s_squared": 16.338, "total_charge": 1, "lumo_energy_ev": [-2.32, -2.21], "e_tot_ha": -8165.87956}